Record 1
Entry from OMol25: a 2-piece molecular cluster, C3H10S3 overall in a non-equilibrium geometry (wB97M-V/def2-TZVPD).

```
16
Properties=species:S:1:pos:R:3
S 0.66610 -3.12102 -1.56536
S 1.22844 -1.05882 -0.93695
H -0.17534 -2.72339 -2.54083
H 0.95254 -1.23921 0.35944
C -0.91856 3.60934 -0.43010
C -0.94344 2.76608 0.84098
C -0.57251 1.32430 0.54398
S -0.60134 0.32736 2.09046
H -1.27944 4.62879 -0.28526
H -1.57810 3.13539 -1.16491
H 0.06731 3.65837 -0.89580
H -0.19372 3.11493 1.56273
H -1.91913 2.89938 1.31091
H 0.43856 1.29179 0.14772
H -1.29824 0.83033 -0.09639
H -0.65889 -0.92042 1.64536
```

The value obtained for the energy above the lowest of the compared OMol25 structures with the same formula, charge and spin is 15.6 kJ/mol. Its net charge is -1. For the HOMO energy (alpha / beta), the calculation gives -0.349 / -3.444 eV. The expectation value of S² is 0.754. The spin multiplicity is 2. The calculation puts the frontier orbital gap (alpha / beta) at 3.56 / 6.64 eV.



Record 2
Entry from OMol25: C36H45Cl2N5O2OsPS as an isolated structure (wB97M-V/def2-TZVPD).

```
93
Properties=species:S:1:pos:R:3
Os -0.10972 -0.34211 -0.65723
N -0.64655 -3.20664 0.28898
P -1.68559 -1.84359 0.20526
C -2.28981 -1.60243 1.87119
C -3.58944 -1.93393 2.25603
C -3.95940 -1.82194 3.58928
C -3.03870 -1.39881 4.53578
C -1.73495 -1.08117 4.16153
C -1.36260 -1.17908 2.83514
C -3.05400 -2.31189 -0.84428
C -3.04407 -3.48458 -1.59780
C -4.09376 -3.75054 -2.46828
C -5.14122 -2.84718 -2.59194
C -5.15368 -1.67710 -1.83788
C -4.11383 -1.40650 -0.96575
C 0.69812 -2.99463 0.33091
C 1.59184 -3.99359 0.71745
C 2.93643 -3.72053 0.75047
C 3.40742 -2.44276 0.39444
C 2.51243 -1.50315 0.00626
N 1.14965 -1.74651 -0.03445
H -0.97109 -4.07429 0.70037
H -4.30914 -2.28852 1.53089
H -4.96733 -2.07445 3.88882
H -3.33306 -1.31792 5.57362
H -1.01985 -0.75960 4.90637
H -0.34280 -0.93111 2.54960
H -2.23580 -4.19908 -1.49899
H -4.10394 -4.67307 -3.03414
H -5.96223 -3.06342 -3.26290
H -5.98201 -0.98635 -1.92253
H -4.13573 -0.49660 -0.37521
H 1.20851 -4.96692 0.99172
H 3.63312 -4.49143 1.05459
H 4.45928 -2.19875 0.41978
H 2.82090 -0.51170 -0.28128
Cl -1.55342 1.68568 -0.95873
C -0.88245 1.09842 0.57237
H -1.67443 0.86388 1.27346
H -0.13993 1.79409 0.96043
C 6.77518 2.67191 0.61503
C 5.73194 2.48001 -0.49228
C 5.07441 1.10403 -0.26330
C 6.45353 2.41187 -1.84043
C 4.67530 3.63940 -0.42852
O 3.78066 3.39079 0.68095
C 5.20803 5.08227 -0.21381
C 5.77356 5.93611 -1.36371
C 7.21632 5.72899 -1.75525
C 8.22999 5.74891 -0.80247
C 9.55544 5.55979 -1.16012
C 9.87942 5.36084 -2.49415
Cl 11.52600 5.11139 -2.94690
C 8.89233 5.37491 -3.46580
C 7.57052 5.56133 -3.08851
C 3.73896 3.71554 -1.63929
N 2.86220 2.54621 -1.79409
C 1.97636 2.06467 -0.94000
N 1.43555 0.95452 -1.45646
C 2.06707 0.82017 -2.66444
N 2.92995 1.76913 -2.89196
H 7.42299 1.79585 0.65963
H 6.32406 2.78669 1.60509
H 7.41373 3.53119 0.42096
H 5.86942 0.36336 -0.15962
H 4.47335 0.79207 -1.12236
H 4.47037 1.08576 0.64602
H 7.20287 1.61913 -1.80269
H 6.97574 3.33491 -2.07677
H 5.77467 2.17091 -2.66255
H 4.22132 3.67042 1.49200
H 5.92063 5.06379 0.61201
H 4.33276 5.61765 0.16346
H 5.65832 6.97250 -1.03568
H 5.14596 5.85402 -2.25479
H 7.99456 5.93277 0.24045
H 10.33942 5.57928 -0.41568
H 9.16034 5.24495 -4.50516
H 6.80191 5.57422 -3.85388
H 4.28875 3.79310 -2.57149
H 3.09615 4.58881 -1.53212
H 1.79080 2.51564 0.01975
H 1.87923 0.01583 -3.35472
C -1.28023 -2.34413 -4.43611
S -1.80477 -0.99804 -3.39527
C -1.76519 0.33312 -4.57819
O -0.48513 -0.72724 -2.56240
H -2.08177 -2.52504 -5.15388
H -1.15368 -3.21758 -3.80177
H -0.35558 -2.07379 -4.94327
H -2.56391 0.13968 -5.29758
H -0.79706 0.36111 -5.07512
H -1.97471 1.26563 -4.05850
```

The value obtained for the energy above the lowest of the compared OMol25 structures with the same formula, charge and spin is 0.0 kJ/mol. Its net charge is +3. For the HOMO energy (alpha / beta), the calculation gives -13.369 / -13.369 eV. The calculation puts the frontier orbital gap (alpha / beta) at 2.54 / 2.54 eV.



Record 3
Entry from OMol25: a 5-piece molecular cluster, C4H17NO5S overall in a non-equilibrium geometry (wB97M-V/def2-TZVPD).

```
28
Properties=species:S:1:pos:R:3
N 0.80903 0.32967 -0.16749
C 0.27003 1.19109 -1.06204
O 1.07202 1.58273 -1.93088
C -1.18814 1.42436 -1.21983
C -1.97765 0.13860 -0.85154
C -1.78432 -0.91541 -1.88699
S -1.95514 -2.66758 -1.19792
H 1.71096 -0.06871 -0.30508
H 0.40011 0.05421 0.71817
H -1.49063 2.34722 -0.66736
H -1.37643 1.67157 -2.28233
H -1.94072 -0.25316 0.16348
H -3.02617 0.61091 -0.90999
H -2.38267 -0.80509 -2.86369
H -0.74172 -0.90538 -2.23557
H -1.08503 -2.34972 -0.21142
O 0.70962 -0.50894 2.53906
H 0.46859 -0.46509 3.46218
H 1.61100 -0.19546 2.30380
O 3.19702 0.49553 2.20109
H 3.21707 1.32714 1.65856
H 4.01099 0.14557 1.79698
O -2.14940 -0.99714 2.45805
H -1.22572 -0.84246 2.19944
H -2.39136 -0.08115 2.64123
O 3.36484 2.45008 0.30212
H 3.87527 1.95858 -0.36295
H 2.57402 2.63107 -0.22599
```

The value obtained for the energy above the lowest of the compared OMol25 structures with the same formula, charge and spin is 77.4 kJ/mol. For the HOMO energy, the calculation gives -8.920 eV. As for the SMILES: NC(=O)CCCS.O.O.O.O. The calculation puts the frontier orbital gap at 9.19 eV.



Record 4
Entry from OMol25: an isolated molecule of C6H11NO2 in a non-equilibrium geometry (wB97M-V/def2-TZVPD).

```
20
Properties=species:S:1:pos:R:3
C -1.74411 -0.69535 -0.12919
C -0.24393 -0.42708 0.09082
C 0.03249 -0.35472 1.55304
O -0.35263 0.96540 1.90600
C -0.29995 1.74035 0.69820
C 0.49081 0.90049 -0.27527
O 1.89842 1.08936 0.06334
C 0.35829 -0.20357 -1.24997
N 1.52309 -1.00695 -1.57468
H -1.78484 -1.81587 -0.19728
H -2.40012 -0.39143 0.71048
H -2.30967 -0.30452 -0.99358
H -0.55831 -1.07071 2.14929
H 1.10687 -0.55590 1.75722
H -1.32886 2.11121 0.39320
H 0.30743 2.65140 0.88253
H 2.37673 0.66166 -0.67161
H -0.32581 -0.00694 -2.05766
H 1.92984 -1.54370 -0.80500
H 1.32426 -1.74315 -2.24989
```

The value obtained for the energy above the lowest of the compared OMol25 structures with the same formula, charge and spin is 520.6 kJ/mol. For the HOMO energy, the calculation gives -8.014 eV. As for the SMILES: C[C@]12COC[C@]1(O)[C@H]2N. The calculation puts the frontier orbital gap at 8.74 eV.



Record 5
Entry from OMol25: a 2-piece molecular cluster, C6H10BNO overall in a non-equilibrium geometry (wB97M-V/def2-TZVPD).

```
19
Properties=species:S:1:pos:R:3
B 2.01061 0.62839 0.12725
C -2.43213 1.30450 0.08308
C -2.60637 -0.07086 -0.10234
C -1.10018 1.64286 0.13987
C -1.32503 -0.55797 -0.01457
C 2.89448 -0.58343 0.19488
C -0.88235 -1.92790 -0.16160
N -0.45227 0.49645 -0.04646
O 2.18546 1.83773 0.07410
H -3.26527 1.97038 -0.10231
H -3.61038 -0.45061 -0.06677
H -0.66176 2.64397 0.21344
H 2.54406 -1.23447 -0.61084
H 3.00079 -1.11260 1.10963
H 3.89939 -0.34652 -0.12525
H -0.34960 -2.26238 0.81540
H -1.71697 -2.62115 -0.38221
H -0.22356 -2.12926 -0.92925
H 2.09107 2.77291 -0.21603
```

The value obtained for the energy above the lowest of the compared OMol25 structures with the same formula, charge and spin is 367.6 kJ/mol. For the HOMO energy, the calculation gives -6.584 eV. The calculation puts the frontier orbital gap at 6.35 eV.



Record 6
Entry from OMol25: C53H53AsAuN5O2 as an isolated structure (wB97M-V/def2-TZVPD).

```
115
Properties=species:S:1:pos:R:3
Au 0.70622 -0.35379 0.61486
C -1.26005 4.36423 1.17249
O -1.75271 3.65662 0.00237
C -1.14385 2.46287 0.02491
N -0.26698 2.22414 0.90336
C -0.10975 3.47352 1.68436
C -0.08721 3.23498 3.17754
C -0.62748 4.16900 4.05591
C -0.57735 3.96139 5.42837
C 0.01743 2.81769 5.93815
C 0.58056 1.89232 5.06829
C 0.53373 2.10198 3.69756
C -1.55310 1.52686 -1.05029
C -2.46688 1.92759 -2.01295
C -2.77297 1.04977 -3.03859
C -2.17047 -0.19504 -3.05945
C -1.28258 -0.51921 -2.04284
N -0.96971 0.32834 -1.06041
C -0.66766 -1.87274 -1.99621
N 0.15478 -2.27959 -1.12607
C 0.38644 -3.72055 -1.40330
C -0.33490 -3.94531 -2.74670
O -1.07939 -2.71185 -2.95514
C 1.85479 -4.08523 -1.31736
C 2.37613 -4.38403 -0.05845
C 3.69879 -4.76277 0.10010
C 4.53218 -4.84246 -1.00962
C 4.03066 -4.53607 -2.26438
C 2.69830 -4.16580 -2.41802
H -2.08138 4.45074 1.88059
H -0.94481 5.35151 0.85008
H 0.85229 3.90974 1.39514
H -1.08398 5.07857 3.68124
H -1.00160 4.69857 6.09806
H 0.04892 2.65188 7.00744
H 1.06201 1.00647 5.46102
H 0.99572 1.38944 3.02128
H -2.91990 2.90649 -1.94879
H -3.47546 1.33239 -3.81144
H -2.37812 -0.91319 -3.83895
H -0.12838 -4.28269 -0.62185
H -1.04539 -4.76529 -2.71663
H 0.32542 -4.07750 -3.59664
H 1.72322 -4.34958 0.80913
H 4.07377 -5.02016 1.08312
H 5.56157 -5.15819 -0.89787
H 4.67212 -4.59539 -3.13434
H 2.34326 -3.93606 -3.41434
C 7.82960 -2.54312 -3.28175
C 6.70259 -2.20802 -2.34451
C 5.52232 -1.64474 -2.80241
C 4.47299 -1.31150 -1.94790
C 3.21509 -0.76538 -2.57985
C 4.66010 -1.51333 -0.57879
As 3.37012 -0.91580 0.75216
N 2.49495 0.54813 0.00227
C 2.61732 1.82630 -0.41204
C 1.76378 2.27638 -1.45500
C 1.85236 3.56482 -1.91933
C 2.74621 4.46234 -1.32494
C 3.55140 4.05349 -0.26044
C 3.50666 2.75308 0.19012
C 4.33194 -0.13651 2.25285
C 5.49635 0.62859 2.09951
C 6.23108 0.83624 0.79457
C 6.04793 1.20671 3.23954
C 5.49590 1.03912 4.50146
C 6.09608 1.69815 5.71244
C 4.37159 0.22789 4.62252
C 3.78138 -0.37794 3.52387
C 2.60565 -1.30023 3.75960
C 5.79207 -2.19072 -0.09062
C 5.96861 -2.64747 1.34093
C 6.80000 -2.50126 -0.98754
H 7.57316 -2.31084 -4.31369
H 8.08641 -3.60204 -3.22180
H 8.72605 -1.97938 -3.01949
H 5.39529 -1.46997 -3.86611
H 3.02648 -1.29657 -3.51316
H 3.32410 0.29385 -2.82524
H 2.33633 -0.88847 -1.95033
H 1.08734 1.56196 -1.90725
H 1.22893 3.88576 -2.74410
H 2.80847 5.48078 -1.68681
H 4.21319 4.76162 0.22158
H 4.07904 2.45058 1.05355
H 5.59556 0.75033 -0.08320
H 7.03123 0.10164 0.68237
H 6.69612 1.82211 0.78059
H 6.95123 1.79840 3.13191
H 6.99817 2.25270 5.46109
H 6.35027 0.95833 6.47261
H 5.38274 2.39205 6.16039
H 3.95318 0.04947 5.60800
H 2.52024 -1.52890 4.82041
H 2.71917 -2.24768 3.22804
H 1.66309 -0.85620 3.43584
H 5.02530 -2.80599 1.86492
H 6.55664 -1.94295 1.93038
H 6.49598 -3.60113 1.34786
H 7.68192 -3.01603 -0.61749
C -3.12405 -2.80362 5.15322
C -2.26331 -2.25301 4.05534
C -2.42351 -0.95865 3.57454
C -1.60018 -0.48743 2.57254
N -0.63292 -1.23991 2.02885
C -0.46969 -2.49244 2.47991
C -1.25513 -3.02465 3.47474
H -3.92922 -2.12059 5.41348
H -2.52393 -2.98339 6.04715
H -3.55827 -3.75957 4.85891
H -3.18580 -0.30730 3.98207
H -1.69706 0.52065 2.19398
H 0.31688 -3.07219 2.01271
H -1.08336 -4.04277 3.79987
```

Its net charge is +2. For the HOMO energy (alpha / beta), the calculation gives -12.737 / -13.129 eV. The expectation value of S² is 2.046. The spin multiplicity is 3. The calculation puts the frontier orbital gap (alpha / beta) at 7.79 / 5.94 eV.



Record 7
Entry from OMol25: C35H85Li2N4O11 as an isolated structure in a non-equilibrium geometry (wB97M-V/def2-TZVPD).

```
137
Properties=species:S:1:pos:R:3
Li 1.52922 -7.23273 -19.44809
Li 2.03856 -6.24044 -17.05064
C 4.16394 -7.93185 -19.18331
O 3.28622 -7.64313 -18.12317
H 5.05973 -8.49761 -18.92722
H 3.64269 -8.65617 -19.80921
H 4.37994 -7.05769 -19.79755
C 6.60371 -6.04035 -14.67300
C 6.24390 -5.85113 -16.13458
N 6.14753 -4.38576 -16.60796
C 5.02743 -3.60348 -15.95346
C 7.45504 -3.56987 -16.36476
C 8.76002 -4.27739 -16.82318
C 5.89694 -4.54643 -18.13116
C 5.94997 -3.24435 -18.96958
O 7.29829 -3.05614 -19.21597
C 7.66015 -1.87934 -19.90100
H 5.75692 -5.78068 -14.03769
H 7.52822 -5.54589 -14.37486
H 6.62873 -7.09928 -14.41581
H 5.32158 -6.39021 -16.35099
H 7.03482 -6.33629 -16.70657
H 5.22128 -2.55376 -16.17395
H 4.78193 -3.74757 -14.90129
H 4.17756 -3.89311 -16.57147
H 7.44374 -3.36906 -15.29348
H 7.35546 -2.56646 -16.77871
H 9.00703 -5.21708 -16.32915
H 9.59207 -3.57410 -16.78907
H 8.75069 -4.49630 -17.89094
H 4.89812 -4.93389 -18.33197
H 6.66188 -5.22822 -18.50281
H 5.45702 -2.38558 -18.51392
H 5.41260 -3.30318 -19.91608
H 7.66315 -2.03350 -20.98004
H 8.63873 -1.58711 -19.52010
H 7.06209 -1.07810 -19.46692
C 3.82850 -2.92001 -23.37035
C 4.78039 -3.66752 -24.37150
N 5.29082 -5.00343 -23.76221
C 6.43235 -5.63101 -24.68984
C 5.99579 -4.62638 -22.45293
C 6.68696 -5.83276 -21.75769
C 4.12220 -6.08994 -23.69032
C 3.20925 -6.13450 -24.89633
O 3.94730 -6.13630 -26.08110
C 3.10596 -6.61767 -27.20958
H 3.36373 -2.03623 -23.80740
H 4.52837 -2.62383 -22.58897
H 3.03579 -3.56660 -22.99399
H 5.67314 -3.04271 -24.39819
H 4.31945 -3.87626 -25.33694
H 6.60404 -6.69940 -24.55885
H 7.35670 -5.09774 -24.46780
H 6.20494 -5.45477 -25.74118
H 5.18394 -4.34244 -21.78332
H 6.72648 -3.84428 -22.65911
H 7.08160 -5.55666 -20.77987
H 7.53880 -6.26212 -22.28506
H 6.11306 -6.74445 -21.59166
H 3.53086 -5.90602 -22.79333
H 4.55584 -7.06715 -23.47792
H 2.57747 -5.24693 -24.93064
H 2.62863 -7.00640 -24.59505
H 2.61266 -7.55506 -26.95259
H 3.72771 -6.79901 -28.08630
H 2.35941 -5.88402 -27.51376
C 7.95013 -14.27004 -18.54576
C 8.00871 -12.94091 -19.25801
N 6.88478 -11.94066 -18.78255
C 5.43967 -12.39660 -18.93048
C 7.05041 -11.64705 -17.21059
C 8.35413 -11.01486 -16.76119
C 7.08965 -10.64004 -19.63552
C 6.59699 -10.57099 -21.09655
O 7.17414 -11.59527 -21.78919
C 6.56585 -11.69253 -23.10881
H 8.77101 -14.95462 -18.75932
H 7.00823 -14.81349 -18.62058
H 8.18168 -14.05768 -17.50203
H 7.96873 -13.19095 -20.31819
H 8.95299 -12.39698 -19.23399
H 5.22890 -12.45969 -19.99804
H 4.84685 -11.60177 -18.47782
H 5.36460 -13.35569 -18.41801
H 6.68537 -12.50967 -16.65315
H 6.18784 -11.06275 -16.89015
H 8.43013 -10.03553 -17.23368
H 9.22448 -11.58173 -17.09173
H 8.33086 -10.79407 -15.69404
H 8.13041 -10.31631 -19.62455
H 6.59969 -9.88959 -19.01514
H 6.95547 -9.65453 -21.56528
H 5.51800 -10.64253 -20.95954
H 7.22201 -12.17557 -23.83283
H 6.28950 -10.75339 -23.58813
H 5.62472 -12.22797 -22.98355
C -0.11461 -10.69778 -17.24214
C 1.17247 -9.88333 -16.78668
N 2.18063 -10.52476 -15.74871
C 3.46137 -9.67276 -15.63017
C 1.44307 -10.62492 -14.34285
C 1.02174 -9.30010 -13.68106
C 2.41663 -12.04845 -16.11586
C 3.36816 -12.81937 -15.14336
O 4.27398 -13.82195 -15.72536
C 5.33496 -14.16913 -14.80770
H 0.09476 -11.70759 -17.59504
H -0.55478 -10.09454 -18.03614
H -0.73698 -10.63766 -16.34931
H 0.94858 -8.85738 -16.49445
H 1.82066 -9.93634 -17.66141
H 4.02073 -10.01210 -14.75835
H 3.05128 -8.66865 -15.52214
H 4.13837 -9.71265 -16.48352
H 2.08768 -11.14856 -13.63688
H 0.59129 -11.28811 -14.49366
H 0.35744 -9.47988 -12.83578
H 0.56353 -8.57965 -14.35862
H 1.88332 -8.74351 -13.31231
H 2.97889 -11.98434 -17.04745
H 1.51218 -12.62749 -16.30234
H 2.83418 -13.34166 -14.34953
H 3.83930 -11.99590 -14.60668
H 5.80562 -14.95128 -15.40337
H 4.99754 -14.66554 -13.89786
H 6.08444 -13.39367 -14.64944
O 0.94305 -7.19373 -22.55980
C 0.52649 -8.33986 -22.04506
O 0.88165 -8.63820 -20.92363
O -0.18450 -9.07310 -22.75647
H 1.28851 -6.59776 -21.89116
O 2.74630 -3.53666 -20.45653
C 2.48072 -4.75973 -19.90085
O 2.36934 -4.78251 -18.63104
O 2.20559 -5.69208 -20.59264
H 2.71059 -2.93137 -19.71226
```

Its net charge is +2. For the HOMO energy (alpha / beta), the calculation gives -7.045 / -10.230 eV. The expectation value of S² is 0.750. The spin multiplicity is 2. The calculation puts the frontier orbital gap (alpha / beta) at 2.85 / 5.89 eV.